[1]
C3H4N2O4 in the gas phase, computed with ωB97M-V/def2-TZVPD.

Summary:
Structure (SMILES): O/N=c1/cc(O)on1O
LUMO: 0.36 eV
Charge: 0
Highest occupied orbital energy: -8.313 eV
2S+1: 1
Energy above the lowest of the compared OMol25 structures with the same formula, charge and spin: 162.8 kcal/mol

Last column: Löwdin charge in e.
Positions of all 13 atoms, in Å:
O  -2.35  -1.37  0.24  -0.0978
N  -2.06  0.02  0.15  0.0360
C  -0.83  0.24  0.01  -0.2753
C  -0.16  1.52  -0.09  0.0438
C  1.23  1.20  -0.12  -0.3866
O  2.37  1.88  -0.20  0.1275
O  1.46  -0.10  -0.41  0.0425
N  0.16  -0.92  -0.34  -0.0071
O  0.23  -1.98  0.54  0.0164
H  -3.30  -1.37  0.59  0.1258
H  -0.43  2.48  0.25  0.0861
H  2.06  2.79  0.14  0.1744
H  -0.14  -2.74  0.07  0.1143


[2]
C6H9F2NOS in the gas phase, computed with ωB97M-V/def2-TZVPD.

Summary:
LUMO (alpha / beta): 0.29 / 0.06 eV
Charge: 0
Highest occupied orbital energy (alpha / beta): -8.419 / -7.557 eV
2S+1: 1
Energy above the lowest of the compared OMol25 structures with the same formula, charge and spin: 85.1 kcal/mol

Last column: Löwdin charge in e.
Positions of all 20 atoms, in Å:
C  0.89  -0.39  -0.12  -0.7175
C  -1.25  -1.32  -0.24  -0.3094
C  -0.77  1.25  0.01  -0.2816
C  -1.84  -2.36  -1.10  -0.0237
C  -1.33  1.80  1.31  -0.0407
C  3.45  0.66  -0.15  -0.4075
N  0.09  -1.37  -0.25  0.0752
O  0.55  0.86  0.06  0.0083
F  -1.92  -1.30  0.99  0.0089
F  -0.91  2.25  -1.01  -0.0221
S  2.51  -0.86  0.05  0.9863
H  -1.58  -2.31  -2.18  0.1064
H  -2.96  -2.38  -0.89  0.1139
H  -1.50  -3.25  -0.83  0.0274
H  -1.44  1.11  2.22  0.0992
H  -2.38  2.11  1.09  0.0931
H  -0.66  2.62  1.72  0.0960
H  4.55  0.50  0.26  0.0821
H  2.89  1.57  0.30  0.0740
H  3.60  0.82  -1.24  0.0316


[3]
A molecular structure, C14H36CrN4O4, computed with ωB97M-V/def2-TZVPD.

Summary:
LUMO (alpha / beta): -11.57 / -10.98 eV
Charge: +3
Highest occupied orbital energy (alpha / beta): -19.168 / -19.142 eV
2S+1: 2
Energy above the lowest of the compared OMol25 structures with the same formula, charge and spin: 26.5 kcal/mol

Last column: Mulliken spin population.
Positions of all 59 atoms, in Å:
Cr  0.11  0.62  -0.35  1.0442
N  0.11  2.29  -1.73  -0.0291
C  -1.25  2.67  -2.23  0.0027
C  -2.19  1.52  -1.96  0.0014
N  -1.91  0.96  -0.61  -0.0098
C  -2.42  1.76  0.53  -0.0002
C  -1.40  2.80  1.00  0.0025
N  -0.04  2.17  1.08  -0.0158
H  0.58  3.12  -1.39  0.0019
H  0.69  1.99  -2.51  -0.0001
H  -1.22  2.88  -3.30  -0.0010
H  -1.58  3.58  -1.74  -0.0005
H  -2.03  0.71  -2.68  -0.0003
H  -3.23  1.84  -2.05  0.0004
H  -2.41  0.07  -0.58  0.0027
H  -2.62  1.08  1.35  -0.0022
H  -3.35  2.26  0.28  -0.0002
H  -1.70  3.20  1.96  -0.0010
H  -1.35  3.65  0.31  0.0006
H  0.10  1.82  2.02  0.0010
H  0.67  2.89  0.98  0.0037
C  -0.21  -2.24  -1.83  0.0011
O  0.06  -0.84  -2.04  0.0056
C  0.75  -0.59  -3.28  0.0020
C  2.19  -0.29  -2.99  0.0019
O  2.17  0.80  -2.07  -0.0013
C  3.39  1.00  -1.34  0.0043
C  3.38  0.12  -0.13  -0.0006
O  2.18  0.41  0.61  -0.0054
C  2.28  -0.09  1.96  0.0014
H  -0.76  -2.65  -2.68  0.0006
H  -0.81  -2.33  -0.93  0.0014
H  0.72  -2.80  -1.70  -0.0002
H  0.26  0.26  -3.77  -0.0004
H  0.66  -1.45  -3.94  0.0005
H  2.71  0.00  -3.91  -0.0009
H  2.69  -1.16  -2.56  -0.0008
H  3.40  2.05  -1.05  -0.0006
H  4.26  0.80  -1.96  -0.0005
H  4.26  0.33  0.49  0.0000
H  3.39  -0.94  -0.40  -0.0009
H  3.20  0.28  2.42  0.0005
H  2.29  -1.18  1.97  0.0008
H  1.43  0.28  2.53  0.0006
C  -0.63  -3.56  1.26  -0.0002
N  -1.06  -2.59  2.27  0.0033
C  -1.66  -3.13  3.50  -0.0003
C  -0.93  -1.30  2.08  -0.0054
C  -1.35  -0.40  3.20  0.0006
O  -0.44  -0.86  0.98  -0.0085
H  -0.44  -4.51  1.73  0.0000
H  0.29  -3.22  0.78  -0.0003
H  -1.41  -3.70  0.50  0.0003
H  -1.70  -4.21  3.43  0.0001
H  -2.68  -2.77  3.64  0.0001
H  -1.07  -2.87  4.38  0.0002
H  -2.39  -0.57  3.46  0.0000
H  -1.23  0.65  2.95  -0.0001
H  -0.76  -0.61  4.10  0.0001


[4]
A molecular structure, C32H34F3N2O2P2STl, computed with ωB97M-V/def2-TZVPD.

Summary:
LUMO: 0.26 eV
Charge: 0
Highest occupied orbital energy: -8.251 eV
2S+1: 1
Energy above the lowest of the compared OMol25 structures with the same formula, charge and spin: 19.5 kcal/mol

Last column: Löwdin charge in e.
Positions of all 77 atoms, in Å:
Tl  -1.33  -1.75  -1.98  0.9030
C  0.83  0.69  1.67  -0.2905
C  0.27  -0.79  1.52  -0.3643
P  -1.57  -0.90  1.73  1.0414
C  -1.70  -1.12  3.54  -0.3737
C  -2.04  0.00  4.34  -0.0923
C  -2.01  -0.06  5.76  -0.0875
C  -1.63  -1.25  6.36  -0.1133
C  -1.35  -2.37  5.58  -0.0915
C  -1.34  -2.31  4.17  -0.0814
C  -1.99  -2.53  1.13  -0.4783
C  -3.26  -2.72  0.64  -0.1562
C  -3.61  -3.98  0.15  -0.0627
C  -2.71  -5.09  0.32  -0.0641
C  -1.40  -4.84  0.70  -0.1021
C  -1.00  -3.57  1.08  -0.1266
C  1.56  1.27  0.44  -0.3495
P  0.31  1.29  -0.91  1.0822
C  -0.57  2.84  -0.42  -0.3786
C  -0.04  4.11  -0.28  -0.0948
C  -0.84  5.17  0.13  -0.0927
C  -2.21  4.99  0.22  -0.0983
C  -2.77  3.72  0.12  -0.0492
C  -1.91  2.63  -0.22  -0.1045
C  1.27  1.67  -2.51  -0.3565
C  2.48  2.25  -2.57  -0.1845
C  3.17  2.53  -3.73  -0.0738
C  2.44  2.21  -4.93  -0.0832
C  1.27  1.48  -4.93  -0.0734
C  0.67  1.20  -3.68  -0.0790
H  1.50  0.79  2.58  0.1237
H  -0.01  1.30  1.91  0.0601
H  0.77  -1.46  2.16  0.0530
H  0.49  -1.09  0.47  0.0084
H  -2.53  0.83  3.78  0.1009
H  -2.37  0.77  6.37  0.1018
H  -1.53  -1.26  7.46  0.1088
H  -1.12  -3.30  6.12  0.1059
H  -1.21  -3.21  3.53  0.1032
H  -3.97  -1.91  0.68  0.1001
H  -4.62  -4.19  -0.24  0.1174
H  -3.08  -6.12  0.10  0.1145
H  -0.66  -5.61  0.55  0.1015
H  0.03  -3.34  1.34  0.1007
H  2.39  0.62  0.19  0.0470
H  1.94  2.22  0.77  0.0753
H  1.05  4.28  -0.33  0.1102
H  -0.37  6.14  0.21  0.1020
H  -2.78  5.91  0.31  0.1031
H  -3.86  3.64  0.14  0.1097
H  -2.29  1.65  -0.37  0.0580
H  2.92  2.67  -1.71  0.0872
H  4.18  3.02  -3.67  0.1129
H  2.88  2.53  -5.98  0.1345
H  0.75  1.30  -5.80  0.0799
H  -0.35  0.78  -3.53  0.0722
C  5.15  0.54  -1.31  -0.1030
N  4.18  -0.36  -1.86  -0.0262
C  3.47  -1.34  -1.21  -0.8924
S  2.17  -2.07  -1.90  0.5709
N  3.95  -1.71  0.04  -0.0625
C  5.32  -1.64  0.48  -0.1070
H  5.29  1.46  -1.90  0.0885
H  6.14  0.07  -1.24  0.0808
H  4.82  0.81  -0.32  0.0698
H  3.75  -0.04  -2.68  0.0752
H  3.29  -2.43  0.39  0.1153
H  5.65  -0.67  0.85  0.0682
H  5.95  -1.93  -0.39  0.0979
H  5.45  -2.41  1.27  0.0977
F  -5.45  -0.40  -4.31  0.1305
C  -5.11  0.16  -3.12  -0.5297
F  -5.12  1.51  -3.22  0.1443
F  -6.04  -0.23  -2.24  0.1497
C  -3.70  -0.26  -2.70  -0.6288
O  -3.53  -0.77  -1.55  -0.1751
O  -2.78  -0.02  -3.51  -0.0801